Record 1
Below is the molecule C3H4N2O, with properties calculated with ωB97M-V/def2-TZVPD.

The calculation puts the HOMO-LUMO gap at 9.39 eV. The value obtained for the HOMO energy is -8.7 eV. The spin multiplicity is 1. Its net charge is 0. As for the total energy: -301.44360 hartree. As for the SMILES: Oc1cnc[nH]1.

```
10
C3H4N2O (ωB97M-V/def2-TZVPD)
O 0.2707 -0.8733 1.8016
C 0.1833 -0.3410 0.5593
C 0.7779 -0.5926 -0.6276
N 0.1994 0.2095 -1.6045
C -0.6396 0.9784 -0.9811
N -0.7168 0.6907 0.3801
H 0.1848 -1.8251 1.6796
H 1.5840 -1.2797 -0.8309
H -1.3183 1.6612 -1.4818
H -0.5256 1.3719 1.1053
```

Atom-resolved charges from Mulliken, all expressed in e: atom 1 (O): -0.52, atom 2 (C): 0.47, atom 3 (C): -0.46, atom 4 (N): -0.51, atom 5 (C): -0.13, atom 6 (N): -0.22, atom 7 (H): 0.35, atom 8 (H): 0.40, atom 9 (H): 0.37, atom 10 (H): 0.27

***

Record 2
Below is the ion C3H10IN2 with charge +1, with properties calculated with ωB97M-V/def2-TZVPD.

The calculation puts the HOMO-LUMO gap at 8.89 eV. The value obtained for the HOMO energy is -12.9 eV. The spin multiplicity is 1. Its net charge is +1. As for the total energy: -527.17882 hartree. As for the SMILES: C[NH+](C)CNI.

```
16
C3H10IN2 (ωB97M-V/def2-TZVPD)
C 0.8110 0.5230 0.9614
N -0.4480 0.3553 0.1998
C -1.3616 -0.4552 1.0942
C -0.2768 -0.2929 -1.1743
N 0.8045 0.0805 -2.0276
I 2.5731 -1.0434 -1.9863
H 0.9701 -0.4778 1.3709
H 1.5058 0.8963 0.2217
H 0.7853 1.2961 1.7155
H -0.8284 1.3644 0.2458
H -0.6253 -1.0325 1.6995
H -1.7120 0.1969 1.9300
H -1.9676 -1.1206 0.4943
H -1.1158 -0.0776 -1.8179
H -0.2139 -1.3438 -1.0146
H 1.0996 1.1313 -1.9124
```

Atom-resolved charges from Mulliken, all expressed in e: atom 1 (C): -0.96, atom 2 (N): -0.10, atom 3 (C): -0.78, atom 4 (C): -0.46, atom 5 (N): -0.67, atom 6 (I): 0.24, atom 7 (H): 0.39, atom 8 (H): 0.35, atom 9 (H): 0.35, atom 10 (H): 0.42, atom 11 (H): 0.29, atom 12 (H): 0.36, atom 13 (H): 0.38, atom 14 (H): 0.35, atom 15 (H): 0.47, atom 16 (H): 0.37

***

Record 3
Below is a structure of composition H26O13, with properties calculated with ωB97M-V/def2-TZVPD.

The calculation puts the HOMO-LUMO gap at 10.17 eV. The value obtained for the HOMO energy is -10.7 eV. The spin multiplicity is 1. Its net charge is 0. As for the total energy: -993.52136 hartree.

```
39
H26O13 (ωB97M-V/def2-TZVPD)
O -26.2455 -23.7975 7.8109
H -26.0411 -22.8527 7.9699
H -27.2789 -24.1484 7.9971
O -19.4908 -22.4354 7.4103
H -19.9950 -22.1032 6.6859
H -20.3641 -22.7905 7.6150
O -23.0450 -18.9198 11.0468
H -23.6834 -18.2704 10.6924
H -22.5379 -19.1824 10.2175
O -21.5800 -25.0287 7.5054
H -21.1206 -25.6192 8.0506
H -22.3918 -24.9659 8.0483
O -22.1475 -22.7696 5.7154
H -22.4504 -22.7044 6.7571
H -21.3349 -22.2493 5.6037
O -25.9059 -21.3746 9.2022
H -25.8770 -20.8028 9.9642
H -25.0872 -21.8256 9.3803
O -24.4101 -18.8853 6.5855
H -24.1968 -19.8700 6.3599
H -24.8854 -18.4367 5.8692
O -23.9220 -22.8962 10.2105
H -23.5788 -23.1920 11.0553
H -24.2040 -23.8489 9.8541
O -24.0848 -25.0436 5.5237
H -23.4538 -24.2759 5.7578
H -23.5133 -25.7897 5.3742
O -23.8292 -21.0664 4.6600
H -23.1046 -20.6140 4.4113
H -23.1606 -21.7079 5.0067
O -21.6802 -19.4619 8.8036
H -20.8984 -19.1616 8.5886
H -22.1986 -18.7957 8.2641
O -22.6698 -21.7485 7.5423
H -22.6206 -21.0628 8.1152
H -23.0799 -22.4431 8.0885
O -20.1347 -20.9277 10.5443
H -20.7486 -20.4678 9.9375
H -19.7616 -21.6360 10.0821
```

Atom-resolved charges from Mulliken, all expressed in e: atom 1 (O): -0.65, atom 2 (H): 0.40, atom 3 (H): 0.31, atom 4 (O): -0.63, atom 5 (H): 0.28, atom 6 (H): 0.40, atom 7 (O): -0.68, atom 8 (H): 0.32, atom 9 (H): 0.39, atom 10 (O): -0.54, atom 11 (H): 0.29, atom 12 (H): 0.28, atom 13 (O): -0.85, atom 14 (H): 0.15, atom 15 (H): 0.30, atom 16 (O): -0.65, atom 17 (H): 0.31, atom 18 (H): 0.29, atom 19 (O): -0.66, atom 20 (H): 0.37, atom 21 (H): 0.28, atom 22 (O): -0.66, atom 23 (H): 0.27, atom 24 (H): 0.34, atom 25 (O): -0.65, atom 26 (H): 0.42, atom 27 (H): 0.29, atom 28 (O): -0.66, atom 29 (H): 0.30, atom 30 (H): 0.45, atom 31 (O): -0.67, atom 32 (H): 0.16, atom 33 (H): 0.28, atom 34 (O): -0.17, atom 35 (H): 0.24, atom 36 (H): 0.21, atom 37 (O): -0.63, atom 38 (H): 0.46, atom 39 (H): 0.31

***

Record 4
Below is a structure of composition C24H42InNO7S2, with properties calculated with ωB97M-V/def2-TZVPD.

The calculation puts the HOMO-LUMO gap at 2.27 eV. The value obtained for the HOMO energy is 0.4 eV. The spin multiplicity is 1. Its net charge is -2. As for the total energy: -2507.58611 hartree.

```
77
C24H42InNO7S2 (ωB97M-V/def2-TZVPD)
C 0.5262 -4.2280 2.5504
C -0.9726 -4.5220 2.4453
C -1.7535 -3.3746 1.7730
C -2.4446 -3.8278 0.4839
N -3.0601 -2.7032 -0.2435
C -2.6253 -2.5412 -1.6560
C -2.4180 -1.0684 -2.0605
C -0.9449 -0.6771 -2.3154
C -0.7369 0.4589 -3.3347
In 1.0997 1.7102 -3.0865
C 2.9726 0.6173 -3.6472
C 4.2033 1.1260 -2.8601
C 4.7335 0.1249 -1.8109
C 4.9003 0.7083 -0.4038
C 6.0474 1.7106 -0.3293
O 6.6655 1.8067 0.9765
C 6.2416 2.7188 1.8688
C 4.7806 3.0691 1.8428
O 7.0241 3.1560 2.6577
C 1.3805 2.1567 -0.8226
C 2.0576 3.4042 -0.5912
O 3.2211 3.6676 -0.5682
O 1.1390 4.5086 -0.3940
C 0.7251 4.7564 0.8376
C -0.3905 5.7801 0.8157
O 1.1477 4.2396 1.8356
C 0.8964 3.6539 -4.1762
O 0.2945 3.5969 -5.2700
O 1.4019 4.6472 -3.6074
C -4.4605 -2.6719 -0.0747
S -5.5394 -3.6450 -0.8003
S -4.9882 -1.3883 1.0623
C -5.9573 -2.3739 2.2335
C -6.8884 -1.4537 3.0372
C -7.4127 -2.1571 4.3003
H 0.9575 -4.0955 1.5525
H 1.0657 -5.0391 3.0507
H 0.6952 -3.3021 3.1123
H -1.1145 -5.4413 1.8607
H -1.3687 -4.6967 3.4519
H -1.0848 -2.5464 1.5152
H -2.5227 -2.9736 2.4454
H -3.2026 -4.5882 0.7264
H -1.7145 -4.3090 -0.1742
H -1.6721 -3.0725 -1.7524
H -3.3310 -3.0431 -2.3328
H -2.9981 -0.8558 -2.9670
H -2.8391 -0.4408 -1.2638
H -0.4048 -1.5750 -2.6527
H -0.5013 -0.3953 -1.3474
H -1.6181 1.1129 -3.3448
H -0.6686 0.0252 -4.3435
H 3.0841 0.8186 -4.7208
H 2.8834 -0.4765 -3.5515
H 5.0139 1.3887 -3.5567
H 3.9435 2.0521 -2.3287
H 4.0594 -0.7399 -1.7562
H 5.7083 -0.2733 -2.1362
H 3.9741 1.2089 -0.1035
H 5.1236 -0.0936 0.3161
H 5.7351 2.7022 -0.6713
H 6.8668 1.3797 -0.9772
H 4.5693 3.6922 2.7152
H 4.1616 2.1711 1.8695
H 4.5125 3.6350 0.9429
H 1.9646 1.3310 -0.4075
H 0.3661 2.1437 -0.4207
H -0.5399 6.1951 1.8135
H -1.2991 5.2805 0.4640
H -0.1630 6.5601 0.0848
H -6.5315 -3.1285 1.6898
H -5.2683 -2.8882 2.9149
H -6.3364 -0.5511 3.3227
H -7.7216 -1.1354 2.4006
H -7.4488 -3.2436 4.1665
H -6.7755 -1.9540 5.1676
H -8.4249 -1.8245 4.5572
```

Atom-resolved charges from Mulliken, all expressed in e: atom 1 (C): -1.29, atom 2 (C): -0.48, atom 3 (C): -0.07, atom 4 (C): -1.10, atom 5 (N): 0.52, atom 6 (C): -0.76, atom 7 (C): -0.68, atom 8 (C): -0.16, atom 9 (C): -1.42, atom 10 (In): 0.49, atom 11 (C): -1.31, atom 12 (C): 0.08, atom 13 (C): -1.04, atom 14 (C): 0.34, atom 15 (C): -0.44, atom 16 (O): -0.41, atom 17 (C): 0.55, atom 18 (C): -0.58, atom 19 (O): -0.63, atom 20 (C): -0.94, atom 21 (C): 0.20, atom 22 (O): -0.66, atom 23 (O): -0.19, atom 24 (C): 0.78, atom 25 (C): -1.17, atom 26 (O): -0.60, atom 27 (C): 0.62, atom 28 (O): -0.76, atom 29 (O): -0.61, atom 30 (C): -0.16, atom 31 (S): -0.23, atom 32 (S): -0.10, atom 33 (C): -0.66, atom 34 (C): -0.39, atom 35 (C): -1.19, atom 36 (H): 0.32, atom 37 (H): 0.38, atom 38 (H): 0.33, atom 39 (H): 0.35, atom 40 (H): 0.31, atom 41 (H): 0.27, atom 42 (H): 0.13, atom 43 (H): 0.29, atom 44 (H): 0.41, atom 45 (H): 0.43, atom 46 (H): 0.42, atom 47 (H): 0.38, atom 48 (H): 0.29, atom 49 (H): 0.25, atom 50 (H): 0.10, atom 51 (H): 0.35, atom 52 (H): 0.32, atom 53 (H): 0.25, atom 54 (H): 0.39, atom 55 (H): 0.43, atom 56 (H): 0.03, atom 57 (H): 0.35, atom 58 (H): 0.36, atom 59 (H): -0.64, atom 60 (H): 0.43, atom 61 (H): 0.34, atom 62 (H): 0.36, atom 63 (H): 0.36, atom 64 (H): 0.29, atom 65 (H): 0.17, atom 66 (H): 0.28, atom 67 (H): 0.54, atom 68 (H): 0.33, atom 69 (H): 0.26, atom 70 (H): 0.32, atom 71 (H): 0.40, atom 72 (H): 0.29, atom 73 (H): 0.38, atom 74 (H): 0.28, atom 75 (H): 0.32, atom 76 (H): 0.30, atom 77 (H): 0.34

***

Record 5
Below is a cluster of 2 separate species, C3H9N3O2 in total, with properties calculated with ωB97M-V/def2-TZVPD.

The calculation puts the HOMO-LUMO gap at 10.32 eV. The value obtained for the HOMO energy is -9.8 eV. The spin multiplicity is 1. Its net charge is 0. As for the total energy: -434.44846 hartree. As for the SMILES: C/N=C\N.NC(=O)O.

```
17
C3H9N3O2 (ωB97M-V/def2-TZVPD)
C -0.5264 -0.4797 -1.5666
N 0.1845 0.3176 -0.5645
C 0.4713 1.5425 -0.8468
N 0.2464 2.1859 -2.1075
H -1.2126 -1.2189 -1.0231
H 0.1586 -1.0426 -2.1855
H -1.1273 0.2148 -2.1659
H 1.1325 2.1450 -0.1995
H -0.2753 3.0505 -2.0738
H 1.1241 2.5161 -2.4758
N 0.7996 -1.1642 1.9651
C -0.3664 -1.3407 2.6756
O -0.5422 -0.9030 3.8033
O -1.3536 -1.9672 1.9795
H 1.5292 -0.6375 2.5116
H 0.7071 -0.7752 1.0608
H -0.9494 -2.4436 1.2130
```

Atom-resolved charges from Mulliken, all expressed in e: atom 1 (C): -0.88, atom 2 (N): -0.29, atom 3 (C): -0.05, atom 4 (N): -0.59, atom 5 (H): 0.18, atom 6 (H): 0.28, atom 7 (H): 0.38, atom 8 (H): 0.34, atom 9 (H): 0.23, atom 10 (H): 0.26, atom 11 (N): -0.53, atom 12 (C): 0.68, atom 13 (O): -0.58, atom 14 (O): -0.47, atom 15 (H): 0.28, atom 16 (H): 0.43, atom 17 (H): 0.34

***

Record 6
Below is a cluster of 5 separate species, C22H49N2O10PSi in total, with properties calculated with ωB97M-V/def2-TZVPD.

The calculation puts the HOMO-LUMO gap at 9.22 eV. The value obtained for the HOMO energy is -9.0 eV. The spin multiplicity is 1. Its net charge is 0. As for the total energy: -2360.44007 hartree. As for the SMILES: CNCO[P@@](=O)(OCCO[Si](C)(C)C)OCCC(N)=O.CC(C)=O.CC(C)=O.CC(C)=O.CC(C)=O.

```
85
C22H49N2O10PSi (ωB97M-V/def2-TZVPD)
C -0.7457 3.1864 3.0149
N -1.6952 2.7572 1.9192
C -0.8360 2.0310 0.9516
O -1.4345 1.8508 -0.3575
P -0.5569 0.7938 -1.3433
O -1.1987 0.8911 -2.7439
O 1.0716 1.2452 -1.5580
C 1.9076 0.8279 -0.4396
C 3.1582 -0.0672 -0.8462
O 4.0112 -0.1260 0.3465
Si 4.7546 -1.6834 0.5125
C 6.2058 -1.4352 1.7763
C 3.6052 -3.0055 1.3300
C 5.4604 -2.3848 -1.1199
O -0.6599 -0.8387 -0.8961
C -1.9182 -1.1605 -0.2370
C -1.6302 -1.3946 1.3186
C -1.9705 -2.8643 1.8491
N -1.2853 -3.2693 3.1079
O -2.7599 -3.6709 1.2881
H -0.2315 4.1569 2.7026
H 0.0915 2.4113 3.1495
H -1.2701 3.2752 4.0248
H -2.0767 3.6056 1.4649
H 0.1039 2.6884 0.7898
H -0.4630 1.0733 1.4423
H 2.3202 1.7634 0.0898
H 1.2614 0.3032 0.3495
H 3.7907 0.4958 -1.6267
H 2.8864 -1.1041 -1.2428
H 5.9937 -0.4776 2.3777
H 6.1818 -2.2820 2.5455
H 7.1979 -1.3492 1.2388
H 4.3173 -3.7412 1.8565
H 2.9800 -2.5452 2.1791
H 2.9542 -3.5665 0.5861
H 6.3606 -1.7756 -1.4774
H 5.8391 -3.4432 -0.8870
H 4.6853 -2.4926 -1.9572
H -2.3295 -2.1301 -0.6931
H -2.7224 -0.3634 -0.4114
H -2.1224 -0.5519 1.9133
H -0.4939 -1.2612 1.4664
H -1.9614 -3.0838 3.8749
H -0.5407 -2.5656 3.2737
C -6.4796 0.2396 2.4745
C -5.2572 -0.2226 1.7291
C -5.2606 -1.6165 1.1824
O -4.2951 0.5022 1.5723
H -6.3314 1.2674 2.8112
H -7.3507 0.2097 1.8158
H -6.6444 -0.3948 3.3482
H -6.0743 -1.7380 0.4641
H -5.3671 -2.3336 1.9988
H -4.3144 -1.8039 0.6741
C 8.0204 2.2915 3.3273
C 7.9718 1.8444 1.8902
C 7.7944 2.9078 0.8391
O 8.0719 0.6708 1.5908
H 8.1516 1.4208 3.9728
H 8.8634 2.9690 3.4777
H 7.0847 2.7876 3.5941
H 8.6275 3.6127 0.8789
H 6.8487 3.4312 0.9955
H 7.7772 2.4415 -0.1478
C -10.0327 -0.6647 -1.7060
C -9.1006 0.3702 -1.1338
C -7.9526 0.8221 -1.9972
O -9.2685 0.8236 -0.0177
H -10.8106 -0.8945 -0.9754
H -10.5057 -0.2791 -2.6115
H -9.4803 -1.5800 -1.9290
H -8.3333 1.2738 -2.9155
H -7.3077 -0.0271 -2.2331
H -7.3657 1.5680 -1.4575
C 1.3557 0.7885 -4.5297
C 1.6755 -0.2537 -5.5655
C 0.8058 -0.2988 -6.7942
O 2.6011 -1.0315 -5.4177
H 2.0615 0.7041 -3.7031
H 1.4454 1.7862 -4.9658
H 0.3464 0.6328 -4.1457
H 0.8707 0.6502 -7.3305
H -0.2286 -0.5022 -6.5098
H 1.1516 -1.0978 -7.4534
```

Atom-resolved charges from Mulliken, all expressed in e: atom 1 (C): -0.73, atom 2 (N): -0.35, atom 3 (C): -0.07, atom 4 (O): -0.45, atom 5 (P): 0.98, atom 6 (O): -0.87, atom 7 (O): -0.34, atom 8 (C): 0.41, atom 9 (C): -0.61, atom 10 (O): -0.43, atom 11 (Si): 0.68, atom 12 (C): -0.90, atom 13 (C): -0.95, atom 14 (C): -0.94, atom 15 (O): -0.37, atom 16 (C): -0.57, atom 17 (C): -0.22, atom 18 (C): 0.45, atom 19 (N): -0.68, atom 20 (O): -0.51, atom 21 (H): 0.30, atom 22 (H): 0.25, atom 23 (H): 0.27, atom 24 (H): 0.27, atom 25 (H): 0.43, atom 26 (H): -0.01, atom 27 (H): 0.24, atom 28 (H): -0.07, atom 29 (H): 0.13, atom 30 (H): 0.32, atom 31 (H): 0.09, atom 32 (H): 0.33, atom 33 (H): 0.28, atom 34 (H): 0.30, atom 35 (H): 0.21, atom 36 (H): 0.29, atom 37 (H): 0.27, atom 38 (H): 0.31, atom 39 (H): 0.30, atom 40 (H): 0.52, atom 41 (H): 0.31, atom 42 (H): 0.28, atom 43 (H): 0.23, atom 44 (H): 0.30, atom 45 (H): 0.30, atom 46 (C): -1.20, atom 47 (C): 0.86, atom 48 (C): -0.61, atom 49 (O): -0.48, atom 50 (H): 0.29, atom 51 (H): 0.20, atom 52 (H): 0.35, atom 53 (H): 0.33, atom 54 (H): 0.30, atom 55 (H): -0.08, atom 56 (C): -1.16, atom 57 (C): 0.88, atom 58 (C): -1.17, atom 59 (O): -0.52, atom 60 (H): 0.30, atom 61 (H): 0.39, atom 62 (H): 0.31, atom 63 (H): 0.37, atom 64 (H): 0.32, atom 65 (H): 0.29, atom 66 (C): -1.14, atom 67 (C): 0.89, atom 68 (C): -1.09, atom 69 (O): -0.56, atom 70 (H): 0.30, atom 71 (H): 0.34, atom 72 (H): 0.32, atom 73 (H): 0.38, atom 74 (H): 0.30, atom 75 (H): 0.27, atom 76 (C): -0.21, atom 77 (C): 0.74, atom 78 (C): -1.13, atom 79 (O): -0.58, atom 80 (H): -0.15, atom 81 (H): 0.39, atom 82 (H): 0.08, atom 83 (H): 0.30, atom 84 (H): 0.30, atom 85 (H): 0.32

***

Record 7
Below is the ion C11H19N3 with charge +2, with properties calculated with ωB97M-V/def2-TZVPD.

The calculation puts the HOMO-LUMO gap at 9.95 eV. The value obtained for the HOMO energy is -17.8 eV. The spin multiplicity is 1. Its net charge is +2. As for the total energy: -594.05889 hartree. As for the SMILES: CCC[N@@+]1(C)Cc2cccc[n+]2N1C.

```
33
C11H19N3 (ωB97M-V/def2-TZVPD)
C 3.3817 1.4397 -1.1956
C 2.9454 0.5913 0.0364
C 1.7997 -0.3704 -0.5031
N 0.5593 -0.3056 0.4341
C 0.8303 -0.5762 1.8360
C -0.0350 1.1361 0.2546
C -1.4972 0.8591 0.0036
C -2.5607 1.7711 -0.1229
C -3.7872 1.3165 -0.4429
C -3.9870 0.0058 -0.5730
C -2.8619 -0.9074 -0.5008
N -1.6133 -0.4957 -0.1311
N -0.4435 -1.2240 -0.1878
C -0.5378 -2.5969 0.1798
H 4.3994 1.8714 -0.9534
H 3.4461 0.7173 -2.0314
H 2.7324 2.2738 -1.4113
H 2.7183 1.1344 0.8989
H 3.8831 0.0069 0.1879
H 1.4229 -0.0163 -1.4315
H 2.1182 -1.4834 -0.6604
H 1.3878 -1.4659 1.8848
H 1.6604 0.2485 2.2042
H 0.0144 -0.5011 2.4536
H 0.6701 1.6419 -0.4581
H 0.0138 1.6615 1.2410
H -2.3958 2.8483 0.0464
H -4.6119 2.0393 -0.4888
H -4.9604 -0.4985 -0.6075
H -3.0988 -1.9624 -0.7658
H 0.4246 -3.0686 0.3280
H -1.0784 -2.9442 1.1194
H -0.9388 -3.1460 -0.6433
```

Atom-resolved charges from Mulliken, all expressed in e: atom 1 (C): -1.24, atom 2 (C): -0.37, atom 3 (C): -0.66, atom 4 (N): 0.20, atom 5 (C): -0.95, atom 6 (C): -0.38, atom 7 (C): 0.57, atom 8 (C): -0.73, atom 9 (C): -0.20, atom 10 (C): -0.76, atom 11 (C): 0.27, atom 12 (N): 0.33, atom 13 (N): -0.38, atom 14 (C): -1.25, atom 15 (H): 0.40, atom 16 (H): 0.36, atom 17 (H): 0.36, atom 18 (H): 0.30, atom 19 (H): 0.37, atom 20 (H): 0.64, atom 21 (H): 0.31, atom 22 (H): 0.43, atom 23 (H): 0.37, atom 24 (H): 0.41, atom 25 (H): 0.31, atom 26 (H): 0.34, atom 27 (H): 0.43, atom 28 (H): 0.42, atom 29 (H): 0.41, atom 30 (H): 0.38, atom 31 (H): 0.41, atom 32 (H): 0.39, atom 33 (H): 0.53